[1]
C40H39BN11O3RuS | ωB97M-V with the def2-TZVPD basis set

frontier orbital gap (spin up / spin down)	6.5 / 3.6	eV
LUMO energy (spin up / spin down)	-0.95 / -2.37	eV
HOMO energy (spin up / spin down)	-7.45 / -5.95	eV
2S+1	2

```
96
Properties=species:S:1:pos:R:3:forces:R:3
Ru 0.3995 -0.3815 0.4516 0.107 -0.624 1.534
C 0.7904 2.7044 -2.0483 -0.061 -0.090 -0.094
C 1.2031 1.3255 -2.4403 0.143 -0.022 -0.035
C 1.7477 0.9784 -3.6830 -0.070 0.078 -0.062
C 2.1266 -0.3325 -3.5553 -0.033 0.001 -0.034
N 1.8220 -0.7386 -2.3112 0.207 -0.038 -0.170
N 1.2187 0.2729 -1.6225 -0.423 0.138 -0.153
B 2.2513 -2.0457 -1.6110 -0.128 0.387 -0.085
N 2.9592 -1.6774 -0.2758 0.151 0.044 0.008
C 4.0791 -2.2084 0.2344 0.076 0.011 -0.003
C 4.4676 -1.4498 1.3163 0.065 0.093 0.046
C 3.5122 -0.4343 1.4111 -0.008 0.163 -0.108
C 3.4723 0.7209 2.3533 0.051 -0.092 -0.030
N 2.6029 -0.5885 0.4444 -0.903 -0.359 0.104
N 0.9825 -2.8413 -1.3077 0.024 -0.357 -0.022
C 0.4906 -3.9267 -1.9198 -0.091 0.078 -0.063
C -0.6889 -4.2626 -1.3035 -0.105 -0.011 0.032
C -0.8749 -3.2964 -0.3096 0.021 0.043 0.109
C -2.0099 -3.2680 0.6566 0.034 0.035 -0.022
N 0.1471 -2.4266 -0.3268 0.164 0.379 -0.234
N 3.2290 -2.8903 -2.4257 -0.104 -0.154 0.012
C 3.5252 -4.2018 -2.2154 -0.029 0.052 -0.025
C 4.6878 -4.4869 -2.8787 0.087 0.000 -0.034
C 5.0686 -3.2604 -3.4711 0.030 -0.082 0.050
C 6.2928 -2.9664 -4.2787 -0.086 0.027 0.040
N 4.1959 -2.3130 -3.1859 0.046 -0.008 0.112
H 1.3669 3.4178 -2.6369 0.019 0.014 0.028
H -0.2654 2.8899 -2.2481 0.052 -0.001 -0.028
H 0.9790 2.8867 -0.9926 0.024 0.030 -0.058
H 1.8568 1.6181 -4.5433 0.031 -0.030 0.032
H 2.6239 -0.9873 -4.2471 0.008 0.013 0.069
H 4.5476 -3.0735 -0.2070 -0.013 0.084 -0.074
H 5.3385 -1.5921 1.9342 -0.025 0.027 -0.017
H 4.3840 1.3122 2.2541 -0.012 -0.008 0.004
H 2.6214 1.3553 2.1257 0.093 0.080 -0.010
H 3.3944 0.3835 3.3875 0.020 0.015 -0.020
H 0.9891 -4.3673 -2.7657 0.027 0.007 0.047
H -1.3488 -5.0810 -1.5371 0.020 0.032 0.006
H -2.7937 -3.9401 0.3114 0.033 -0.045 0.013
H -1.6774 -3.6087 1.6414 -0.020 -0.003 -0.013
H -2.4173 -2.2653 0.7362 -0.049 -0.045 -0.016
H 2.9068 -4.8320 -1.5975 -0.005 0.032 -0.020
H 5.1919 -5.4379 -2.9414 -0.020 0.039 0.014
H 6.6239 -3.8541 -4.8163 0.000 0.028 -0.034
H 6.0942 -2.1661 -4.9901 0.014 -0.030 -0.008
H 7.1084 -2.6414 -3.6301 0.010 -0.017 -0.015
C -2.0891 4.7854 0.5906 -0.020 -0.046 -0.075
C -1.9800 3.7107 -0.2769 -0.101 0.043 0.044
C -1.2424 2.5913 0.0789 -0.071 -0.253 0.149
C -0.5847 2.5594 1.2966 0.082 0.567 0.045
C -0.6639 3.6559 2.1626 0.203 -0.153 -0.033
C -1.4201 4.7571 1.8110 -0.006 0.016 0.039
N 0.1047 1.3619 1.6706 0.448 -0.038 -1.191
N 0.2928 1.2531 2.8942 -0.756 -0.132 0.871
C 0.6528 -0.0302 3.2896 0.622 -0.289 0.143
C 0.8940 -0.2865 4.6390 -0.012 0.234 0.077
C 1.3023 -1.5486 5.0207 -0.015 -0.013 0.108
C 1.4635 -2.5479 4.0563 -0.019 0.059 -0.132
C 1.1844 -2.2931 2.7203 -0.092 -0.187 0.233
C 0.7449 -1.0329 2.3196 -0.344 0.269 -0.780
H -2.6943 5.6401 0.3129 0.055 0.006 0.026
H -2.4757 3.7389 -1.2382 -0.072 -0.062 0.002
H -1.2071 1.7191 -0.5632 -0.013 0.007 -0.019
H -0.1126 3.6252 3.0915 -0.094 0.026 0.050
H -1.4913 5.5976 2.4901 0.033 -0.005 -0.027
H 0.7520 0.5123 5.3591 0.101 -0.036 0.000
H 1.5154 -1.7579 6.0615 -0.033 -0.012 -0.019
H 1.8114 -3.5312 4.3514 -0.016 0.025 0.026
H 1.3076 -3.0813 1.9865 -0.005 0.024 -0.020
O -5.0512 5.7297 -3.5978 -0.008 -0.013 -0.050
C -5.5584 4.8917 -2.6610 0.016 0.013 -0.034
O -6.4631 5.2674 -1.9680 0.001 -0.013 0.029
C -4.9217 3.5493 -2.5364 0.053 -0.069 -0.048
C -5.2120 2.8040 -1.3942 -0.070 0.008 0.058
C -4.6134 1.5804 -1.1752 0.064 0.046 -0.050
C -3.6956 1.0393 -2.0984 0.046 0.043 0.132
S -2.8894 -0.4562 -1.7794 0.305 -0.103 -0.128
C -3.4504 1.7761 -3.2733 -0.003 0.054 0.048
C -4.0479 3.0055 -3.4831 0.024 0.007 0.043
H -4.3049 5.3194 -4.0495 -0.010 0.003 0.039
H -5.9090 3.2234 -0.6792 0.020 -0.026 0.001
H -4.8300 1.0164 -0.2764 -0.004 -0.014 -0.017
H -2.7787 1.3605 -4.0129 0.015 -0.001 0.013
H -3.8313 3.5200 -4.4144 -0.003 -0.008 0.002
O -1.8427 -0.3417 1.1067 0.258 0.044 -0.286
N -2.3034 -0.1460 2.3183 0.237 0.147 0.142
C -2.9971 0.9851 2.5626 -0.109 0.098 -0.054
C -3.5293 1.2337 3.8079 -0.048 0.027 0.009
C -3.3545 0.3165 4.8313 0.045 -0.080 -0.025
C -2.6381 -0.8383 4.5616 -0.079 0.018 0.019
C -2.1228 -1.0509 3.3012 -0.001 -0.120 -0.003
H -3.0901 1.6522 1.7180 -0.006 -0.060 -0.020
H -4.0798 2.1507 3.9630 0.017 0.001 -0.035
H -3.7708 0.4945 5.8132 0.025 0.009 -0.010
H -2.4607 -1.5857 5.3222 -0.008 0.002 -0.023
H -1.5411 -1.9170 3.0335 -0.021 0.024 -0.044
```
Forces are in eV/Å.

[2]
C40H39CrFN7O8S | ωB97M-V with the def2-TZVPD basis set

frontier orbital gap (spin up / spin down)	4.7 / 4.6	eV
LUMO energy (spin up / spin down)	-1.90 / -1.90	eV
HOMO energy (spin up / spin down)	-6.56 / -6.54	eV
2S+1	2

```
97
Properties=species:S:1:pos:R:3:forces:R:3
Cr -2.7747 -2.0103 0.4513 1.676 -0.813 -1.036
C -6.5816 -2.0980 -1.4910 0.322 -0.017 0.139
C -5.4144 -2.1383 -0.5508 0.582 0.274 -1.492
N -4.1775 -1.9774 -0.9396 -1.126 -0.052 0.629
N -3.8693 -1.7473 -2.1993 -0.470 0.575 -1.390
C -2.5720 -1.9239 -2.4482 -0.229 -0.449 0.480
O -1.7653 -2.4388 -1.6462 -0.176 0.140 0.619
C -2.1060 -1.4779 -3.7825 0.154 0.005 -0.262
C -2.9999 -1.1113 -4.7841 0.104 -0.021 0.074
C -2.5244 -0.6595 -6.0010 0.015 0.015 -0.073
C -1.1589 -0.5671 -6.2267 -0.009 0.096 -0.124
C -0.2651 -0.9390 -5.2357 0.098 0.042 -0.104
C -0.7366 -1.3973 -4.0210 -0.162 -0.048 0.116
C -5.5489 -2.3771 0.8512 0.005 -0.157 1.172
C -6.7764 -2.4817 1.5195 0.327 -0.001 -0.432
C -6.7983 -2.7174 2.8751 0.669 0.016 0.233
C -5.5818 -2.8309 3.5501 -0.479 -0.006 -0.156
C -4.4078 -2.7051 2.8337 0.348 -0.066 0.317
N -4.3766 -2.4963 1.5243 -1.491 -0.095 0.274
H -6.2019 -1.9737 -2.5003 -0.041 0.004 -0.033
H -7.2469 -1.2676 -1.2563 -0.058 0.066 0.039
H -7.1499 -3.0248 -1.4327 -0.089 -0.074 0.000
H -4.0579 -1.1856 -4.5935 -0.097 0.001 0.057
H -3.2223 -0.3797 -6.7774 -0.031 0.034 -0.066
H -0.7946 -0.1969 -7.1752 0.032 -0.014 -0.074
H 0.8010 -0.8748 -5.4114 0.032 0.007 -0.024
H -0.0561 -1.7002 -3.2398 0.009 -0.061 0.111
H -7.6896 -2.3608 0.9618 -0.109 -0.005 -0.097
H -7.7310 -2.7927 3.4125 -0.103 -0.016 0.016
H -5.5529 -2.9994 4.6151 0.083 -0.017 0.046
H -3.4425 -2.7505 3.3261 -0.055 -0.024 -0.058
F 3.4355 0.2408 -1.7513 -0.211 0.219 0.123
C 2.5230 0.9620 -1.0301 -0.013 -0.232 -0.099
C 1.2516 0.4725 -0.8839 -0.125 0.518 0.336
C 0.2949 1.2070 -0.1656 0.984 0.144 -0.460
C -1.0073 0.6132 0.0828 -0.863 -0.736 -0.051
O -1.2152 -0.5819 -0.2114 0.365 1.063 0.231
C -1.9732 1.5172 0.6409 -0.209 -0.122 0.043
C -1.6177 2.7715 0.9995 -0.096 -0.387 -0.255
N -0.3507 3.2677 0.8941 -0.199 -0.094 0.297
C -0.0752 4.6093 1.3098 0.117 0.424 -0.111
C -0.7407 5.1802 2.5255 -0.067 -0.041 -0.051
C 0.7233 4.8711 2.5567 0.097 0.016 0.022
C 0.6276 2.4956 0.3101 -0.100 -0.470 -0.244
C 1.9404 2.9470 0.1814 0.548 -0.345 -0.333
C 2.9122 2.1698 -0.4566 -0.640 0.338 0.312
N 4.2525 2.6492 -0.4718 -0.043 -0.079 -0.209
C 5.3177 1.6791 -0.5310 0.196 0.063 0.193
C 6.5701 2.3218 0.0594 -0.353 -0.849 0.268
N 6.9019 3.5241 -0.7572 0.363 0.088 -0.087
C 5.7718 4.4938 -0.7548 -0.755 0.477 -0.251
C 4.5285 3.7955 -1.3026 0.077 0.092 0.167
C -3.3777 1.0502 0.9512 0.036 0.228 0.011
O -4.2373 1.8892 1.1934 0.036 0.288 0.049
O -3.5594 -0.2031 0.9622 -0.101 -0.660 0.059
H 0.9632 -0.4662 -1.3215 -0.074 -0.186 -0.034
H -2.3673 3.4354 1.4051 -0.020 -0.039 0.036
H 0.0783 5.2865 0.4714 0.000 0.007 0.118
H -1.4039 4.5491 3.0968 0.023 -0.114 0.007
H -1.0496 6.2142 2.4815 0.012 0.011 -0.066
H 1.0410 4.0153 3.1298 -0.040 -0.179 0.045
H 1.4242 5.6924 2.5577 0.045 0.083 -0.073
H 2.2350 3.8948 0.6009 0.042 0.087 0.128
H 5.5374 1.3379 -1.5577 -0.033 -0.038 0.087
H 5.0367 0.8087 0.0625 0.157 -0.022 -0.032
H 7.4123 1.6307 0.0414 0.067 0.129 -0.059
H 6.3733 2.6422 1.0828 0.109 0.110 -0.093
H 7.0594 3.2157 -1.7262 0.115 0.120 0.220
H 7.7582 3.9688 -0.4130 -0.128 -0.104 -0.171
H 6.0399 5.3607 -1.3591 0.130 -0.087 0.020
H 5.5939 4.8030 0.2758 0.134 -0.062 -0.047
H 4.6893 3.5229 -2.3626 -0.023 0.019 0.037
H 3.6784 4.4761 -1.2571 0.138 0.068 -0.067
C 5.1530 -2.1483 0.4423 -0.107 -0.083 0.023
C 3.7541 -1.9790 0.9637 -0.006 0.086 -0.049
C 2.6623 -2.3230 0.1729 0.001 0.032 0.110
C 1.3667 -2.1897 0.6515 0.018 -0.129 -0.049
C 1.1683 -1.7216 1.9366 -0.521 -0.017 0.314
C 2.2406 -1.3895 2.7395 0.066 0.063 0.113
C 3.5302 -1.5099 2.2531 -0.022 0.087 -0.061
S -0.4794 -1.5730 2.6693 -0.315 -0.332 0.116
O -0.3194 -2.0294 4.0349 0.192 -0.096 -0.172
O -0.8835 -0.1939 2.5255 0.151 0.051 0.011
N -1.4397 -2.5378 1.8341 0.819 1.974 0.552
C -1.1228 -3.9214 2.0035 -0.297 -1.194 0.017
C -2.0331 -4.7492 1.0516 0.966 -0.113 1.088
O -2.0287 -5.9653 1.1204 0.043 -0.247 0.003
O -2.7184 -4.0394 0.2573 -0.654 1.223 -0.555
H 5.2286 -1.8036 -0.5878 0.053 0.016 -0.115
H 5.4260 -3.2023 0.4606 0.144 -0.069 -0.050
H 5.8706 -1.6068 1.0573 0.087 0.025 0.037
H 2.8341 -2.7037 -0.8250 -0.033 -0.027 -0.110
H 0.5076 -2.4453 0.0467 -0.067 -0.066 -0.125
H 2.0425 -1.0625 3.7479 0.061 0.036 0.159
H 4.3698 -1.2591 2.8890 0.084 0.018 0.040
H -1.2720 -4.2492 3.0419 0.019 -0.115 -0.244
H -0.0740 -4.1266 1.7459 -0.111 -0.212 0.030
```
Forces are in eV/Å.

[3]
C40H39GaN3O6 | ωB97M-V with the def2-TZVPD basis set

frontier orbital gap	4.8	eV
LUMO energy	0.11	eV
HOMO energy	-4.73	eV
charge	-1

```
89
Properties=species:S:1:pos:R:3:forces:R:3
C -2.9959 -1.6376 0.2108 -0.088 -0.089 0.000
C -1.8558 -2.6585 0.1758 0.070 0.047 0.146
C -2.2639 -4.0466 -0.3126 -0.212 -0.043 0.006
C -2.8794 -4.9302 0.7933 0.072 0.135 0.003
C -4.0794 -5.7116 0.2747 0.042 -0.120 -0.027
Ga -1.4200 -6.0479 1.6081 -0.162 0.099 0.071
C -0.7176 -7.5057 0.3845 0.126 -0.112 0.051
C -1.3692 -8.8638 0.3012 -0.085 0.040 -0.006
C -2.8260 -9.0007 0.6561 -0.042 -0.017 -0.080
N -0.7766 -9.9219 -0.0925 0.098 -0.035 0.098
N -2.0340 -6.7389 3.3527 0.257 -0.076 -0.051
C -1.6111 -7.7710 3.7962 -0.102 -0.169 -0.199
O -1.2489 -8.8143 4.2246 -0.050 0.189 0.163
N 0.0153 -4.7778 2.0409 0.038 -0.245 -0.018
C 0.9450 -4.4722 0.9465 -0.081 0.061 0.131
C 0.6847 -5.0164 3.2428 0.170 -0.097 -0.110
C 0.8455 -3.8289 4.1773 -0.013 0.031 -0.007
O 1.1621 -6.0866 3.5657 -0.107 0.053 0.055
H -3.5213 -1.6476 1.1656 -0.073 -0.037 0.028
H -2.6318 -0.6222 0.0496 0.044 0.059 0.057
H -3.7343 -1.8476 -0.5654 -0.021 0.026 -0.081
H -1.0380 -2.2684 -0.4312 -0.012 0.023 -0.101
H -1.4649 -2.7878 1.1868 0.213 0.089 0.009
H -2.9916 -3.9377 -1.1288 0.012 0.069 -0.100
H -1.3896 -4.5218 -0.7675 0.030 -0.110 -0.046
H -3.2248 -4.2660 1.5933 -0.081 0.050 0.016
H -4.8205 -5.0583 -0.2022 -0.043 0.058 -0.011
H -4.5849 -6.2600 1.0713 -0.008 -0.036 0.048
H -3.7796 -6.4479 -0.4764 -0.007 -0.007 -0.050
H 0.3383 -7.6817 0.6087 0.086 0.110 -0.027
H -0.7412 -7.0850 -0.6288 -0.064 0.068 -0.043
H -3.1289 -8.3158 1.4445 0.019 0.001 0.073
H -3.0240 -10.0265 0.9532 -0.061 -0.073 0.012
H -3.4349 -8.7776 -0.2229 -0.025 0.044 -0.029
H 0.1925 -9.6961 -0.3221 0.002 -0.008 0.006
H 0.8268 -3.4504 0.5686 -0.027 0.055 -0.010
H 0.8062 -5.1484 0.0990 0.017 -0.025 -0.064
H 1.9867 -4.5890 1.2601 0.068 -0.030 -0.009
H 0.2328 -2.9901 3.8637 -0.053 0.055 -0.004
H 0.5896 -4.1296 5.1911 0.010 -0.020 0.062
H 1.8946 -3.5284 4.1756 0.058 0.016 0.018
C -0.5606 2.5303 -5.0069 0.003 0.009 0.000
C -1.1063 1.3361 -4.5488 -0.005 -0.010 0.003
C -0.4762 0.6221 -3.5439 -0.041 0.015 -0.021
C 0.7069 1.1005 -2.9960 0.018 -0.007 0.049
C 1.2596 2.2955 -3.4592 0.037 -0.005 0.015
C 0.6189 3.0100 -4.4648 -0.032 0.002 -0.020
C 2.5292 2.8292 -2.8915 -0.049 -0.034 0.033
O 3.0002 3.8787 -3.2848 0.064 -0.039 -0.045
C 3.1926 2.0418 -1.8145 -0.032 -0.002 -0.023
C 4.3853 2.5065 -1.2726 0.035 0.012 0.029
C 5.0095 1.7954 -0.2626 0.000 0.002 -0.005
C 4.4458 0.6165 0.2135 -0.004 -0.005 0.006
C 3.2591 0.1464 -0.3225 0.032 -0.003 0.037
C 2.6310 0.8566 -1.3376 -0.038 -0.013 -0.038
C 1.3558 0.3213 -1.9011 0.045 0.083 -0.013
O 0.8694 -0.7035 -1.4840 -0.021 -0.063 -0.008
H -1.0607 3.0892 -5.7870 -0.003 -0.002 -0.004
H -2.0287 0.9637 -4.9745 -0.005 0.005 -0.001
H -0.8880 -0.3037 -3.1651 0.009 -0.007 0.012
H 1.0564 3.9382 -4.8054 0.016 0.002 0.005
H 4.8090 3.4254 -1.6536 -0.012 0.002 -0.011
H 5.9383 2.1587 0.1574 0.001 0.000 0.007
H 4.9337 0.0635 1.0052 0.004 -0.001 0.002
H 2.8018 -0.7674 0.0324 -0.010 -0.005 -0.006
C 3.5347 6.4208 -1.4027 0.041 0.034 0.025
C 4.1155 7.3454 -0.5410 0.021 0.006 0.007
C 3.3315 8.0676 0.3429 0.031 -0.022 -0.010
C 1.9560 7.8727 0.3668 -0.021 -0.003 0.028
C 1.3720 6.9501 -0.5039 -0.057 -0.012 0.015
C 2.1650 6.2244 -1.3834 -0.014 0.008 -0.028
C -0.1023 6.7236 -0.5176 0.019 0.068 0.045
O -0.6128 5.9221 -1.2690 -0.004 -0.012 -0.022
C -0.9308 7.5308 0.4278 0.043 -0.030 -0.013
C -2.3095 7.3588 0.4242 -0.038 0.001 0.023
C -3.0988 8.0885 1.2959 -0.003 -0.003 -0.008
C -2.5147 8.9923 2.1769 0.006 0.004 0.008
C -1.1420 9.1676 2.1844 -0.038 0.009 0.018
C -0.3446 8.4392 1.3099 0.047 0.002 -0.014
C 1.1334 8.6528 1.3346 -0.047 -0.037 -0.057
O 1.6405 9.4343 2.1107 0.013 0.020 0.009
H 4.1437 5.8519 -2.0924 -0.034 -0.008 -0.018
H 5.1865 7.5016 -0.5591 0.003 -0.004 0.001
H 3.7666 8.7855 1.0245 -0.011 0.006 0.008
H 1.6971 5.5152 -2.0508 0.001 0.019 0.004
H -2.7416 6.6461 -0.2647 0.012 -0.007 -0.009
H -4.1723 7.9522 1.2929 -0.003 0.000 0.005
H -3.1340 9.5584 2.8603 -0.005 0.002 -0.001
H -0.6670 9.8635 2.8622 0.015 0.002 -0.004
```
Forces are in eV/Å.

In kcal per mole, the energy relative to the best compared isomer or geometry (same formula, charge and spin) values for the records above are, in order, 54.1 15.7 0.0.
In a.u., the DFT total energy values for the records above are, in order, -2893.64491 -4075.36782 -4088.29251.